# 1
This record from OMol25 describes 7 unconnected molecules or ions with the total composition C26H72N6O7 at a distorted geometry. The level of theory is ωB97M-V/def2-TZVPD.

```
111
Properties=species:S:1:pos:R:3:forces:R:3
C -9.3719 16.9400 19.2233 -0.3 1.7 -0.7
O -8.0222 16.5755 19.4273 -0.7 -0.4 0.3
C -7.6306 15.6901 18.3824 1.1 0.0 1.0
C -6.1243 15.4568 18.4937 0.4 0.3 -0.7
C -5.2994 16.7385 18.3291 -0.8 0.7 0.0
N -5.7192 14.4530 17.4972 0.3 -0.4 0.2
H -9.9907 16.1738 18.7579 0.2 -0.3 0.0
H -9.3585 17.8306 18.5756 -0.1 -0.3 -0.6
H -9.9396 17.3734 20.0515 0.7 -0.7 0.8
H -8.0891 14.7170 18.5728 -0.4 0.0 -0.6
H -7.8592 16.1478 17.4151 -0.2 -0.3 -0.2
H -5.9034 14.9912 19.4556 -0.2 0.2 0.1
H -5.8515 17.6306 18.6469 0.1 -0.2 0.5
H -5.1403 16.9599 17.2705 0.3 -0.4 0.0
H -4.3609 16.6857 18.8771 0.1 0.1 -0.2
H -5.7135 14.8214 16.5508 -0.3 0.2 0.1
H -4.7355 14.2658 17.6744 -0.1 -0.3 0.0
C -13.6330 9.9907 14.2627 1.0 0.2 -1.6
O -12.7697 10.7230 13.3723 0.2 -0.3 0.3
C -12.7772 12.1315 13.5173 -0.1 0.0 0.5
C -11.3912 12.6965 13.2126 -0.5 -0.9 -1.0
C -10.3996 12.2353 14.2431 0.6 0.9 1.0
N -11.4141 14.1559 13.1251 0.7 -1.0 0.5
H -14.6272 10.3941 14.0919 -0.3 -0.1 0.9
H -13.1862 9.9548 15.2547 -0.6 0.5 0.4
H -13.6208 8.9618 13.9031 -0.1 0.0 -0.1
H -13.5169 12.5643 12.8338 -0.1 0.1 0.0
H -13.0175 12.4495 14.5437 -0.3 -0.2 0.1
H -11.1681 12.1641 12.2783 0.4 0.8 -0.3
H -9.4344 12.7399 14.1444 0.0 -0.3 -0.6
H -10.2646 11.1590 14.2803 -0.1 0.0 0.0
H -10.6970 12.6212 15.2308 -0.3 -0.4 0.0
H -11.8213 14.4294 14.0143 -0.2 0.9 -0.4
H -11.8819 14.5211 12.3119 -0.4 0.0 0.2
C -16.0407 12.6251 15.4476 -0.3 -0.9 0.8
O -17.3563 12.1157 15.3320 -0.1 0.5 -0.3
C -17.4579 10.8865 14.6737 -0.1 -0.5 -0.9
C -18.9351 10.6119 14.3977 -0.4 0.3 0.1
C -19.7436 10.5991 15.6759 -0.6 -0.3 1.1
N -19.1420 9.4248 13.5758 0.2 -0.1 -0.2
H -15.4656 12.5556 14.5226 -0.1 0.2 -0.1
H -15.5462 12.0120 16.2114 0.4 0.1 -0.1
H -16.1154 13.6398 15.8302 0.0 0.1 -0.2
H -16.9638 10.8857 13.6920 0.1 0.3 0.0
H -16.9690 10.0609 15.2101 -0.2 0.0 0.4
H -19.2953 11.4228 13.7566 0.2 0.2 0.2
H -19.4949 9.7070 16.2654 0.3 0.1 0.0
H -20.8294 10.5133 15.5624 0.1 0.1 -0.6
H -19.6138 11.4700 16.3207 0.4 0.0 -0.2
H -19.1108 8.5594 14.1046 0.1 0.1 0.1
H -20.0775 9.4943 13.1951 0.0 -0.2 -0.1
C -17.6515 17.5245 18.2243 0.5 0.4 -0.4
O -18.8486 16.8207 18.0414 0.7 0.2 0.6
C -18.9274 15.9396 16.9346 -0.5 -0.3 0.1
C -19.3659 16.6209 15.6474 -2.1 2.2 0.0
C -20.5263 17.6008 15.9856 -0.6 0.3 0.3
N -19.9565 15.7237 14.6703 0.7 -1.1 -0.1
H -17.6445 18.1334 19.1293 -0.7 -0.2 0.2
H -17.4970 18.2350 17.4059 0.2 -0.1 -0.2
H -16.7741 16.8762 18.3281 0.0 -0.2 -0.3
H -18.0417 15.3229 16.7374 0.2 0.2 0.5
H -19.7279 15.3001 17.3158 0.0 -0.4 -0.8
H -18.6418 17.3150 15.1938 0.6 -0.5 0.3
H -20.9395 18.0820 15.0940 0.3 -0.1 -0.2
H -20.2866 18.4108 16.6790 0.4 -0.2 -0.1
H -21.3988 17.1224 16.4411 0.3 -0.5 0.0
H -19.2604 15.1476 14.2016 -0.1 0.0 0.2
H -20.4313 16.2326 13.9401 0.0 0.2 0.0
C -14.8653 18.7402 16.4475 -0.8 -0.7 0.0
O -15.1640 17.6758 15.5454 -0.5 0.9 -0.2
C -15.5242 18.1604 14.2617 1.3 -1.0 -1.2
C -16.0737 16.9782 13.4563 -1.6 -0.4 1.4
C -15.1868 15.7400 13.5052 0.4 0.4 -0.3
N -16.4852 17.2373 12.0728 1.1 0.4 -0.2
H -13.9561 19.2594 16.1411 0.3 -0.1 0.4
H -14.8839 18.2214 17.4041 0.8 0.4 0.2
H -15.6707 19.4788 16.5298 -0.1 0.0 -0.4
H -16.2457 18.9779 14.2995 0.0 0.1 0.1
H -14.6093 18.4607 13.7248 0.0 0.6 0.2
H -16.9852 16.7757 14.0379 -0.1 -0.4 -0.3
H -14.1874 16.0551 13.1813 0.1 -0.3 -0.1
H -15.5708 14.9813 12.8229 0.0 0.1 -0.1
H -15.0578 15.2654 14.4746 -0.2 0.4 0.2
H -16.6580 18.2248 11.8916 -0.3 0.0 0.3
H -15.6559 17.0653 11.5022 -0.2 -0.2 -0.1
C -14.6648 17.6220 20.4206 0.0 -0.1 -0.3
O -13.4780 18.0313 21.0676 -0.9 0.2 -0.2
C -12.9607 19.2220 20.5090 0.9 -0.1 0.2
C -12.4296 20.1249 21.6268 -0.1 0.9 -0.6
C -13.4109 20.4767 22.7524 0.6 -1.2 0.8
N -11.9434 21.3621 20.9903 0.1 0.7 -0.2
H -15.4416 18.3925 20.4392 0.0 0.1 0.3
H -15.0475 16.7196 20.8903 0.1 0.0 0.1
H -14.4933 17.4061 19.3600 0.2 -0.2 0.0
H -12.1527 18.9120 19.8309 0.2 0.4 0.1
H -13.6448 19.7964 19.8703 -0.5 -0.2 0.3
H -11.5083 19.6863 22.0121 -0.3 -0.4 0.4
H -12.8577 21.0427 23.5073 -0.1 0.6 -0.3
H -13.6936 19.6165 23.3711 -0.2 -0.2 -0.5
H -14.3149 20.9826 22.4227 0.1 0.2 -0.1
H -12.6171 21.8229 20.3817 -0.2 -0.5 -0.1
H -11.8252 22.0727 21.7078 0.4 -0.2 0.1
C -13.7127 14.9442 17.5205 -0.2 0.1 0.5
C -12.5520 15.8120 17.0905 -0.1 0.3 0.4
O -12.6852 16.0779 15.7042 0.9 -0.2 -0.2
H -14.6326 15.5332 17.4763 -0.1 -0.2 -0.1
H -13.6058 14.5718 18.5437 0.1 0.0 0.0
H -13.8042 14.0871 16.8537 0.0 0.0 0.0
H -11.5982 15.3424 17.3532 0.0 -0.3 -0.7
H -12.4912 16.7527 17.6561 -0.4 0.0 0.0
H -13.1354 16.9164 15.5682 -0.3 -0.1 0.1
```
Positions in Å, forces in eV/Å.

Relative energy (zero: lowest compared OMol25 entry of this formula, charge and spin): 219.3 kJ/mol
Molecular weight: 580.90 u
HOMO level: -0.32813 Ha
Charge: 0

# 2
This record from OMol25 describes 8 unconnected molecules or ions with the total composition C26H73N5O11 at a distorted geometry. The level of theory is ωB97M-V/def2-TZVPD.

```
115
Properties=species:S:1:pos:R:3:forces:R:3
C 2.0671 -4.0320 6.3081 -2.5 -0.9 -0.2
O 1.5331 -2.7920 5.9281 0.1 -0.2 0.3
C 0.6441 -2.9630 4.8361 0.3 1.1 0.2
C 0.2821 -1.5830 4.2501 -1.7 0.2 2.0
C -0.8579 -0.7420 4.9141 1.1 0.0 0.3
N -0.3199 -1.7670 3.0011 -0.7 0.5 -2.5
H 2.4351 -4.6840 5.5371 0.3 0.2 -1.1
H 1.3111 -4.6630 6.8011 -0.3 0.1 -0.1
H 2.7951 -3.9600 7.0231 2.1 0.9 1.7
H 1.2681 -3.4560 4.0921 -0.6 -0.3 -0.4
H -0.2659 -3.5460 5.1011 0.5 0.2 -0.1
H 1.1721 -1.0130 4.1001 1.0 0.5 0.7
H -1.7369 -1.3130 5.1001 -0.6 -0.9 -0.1
H -1.1809 0.1240 4.3371 0.3 -0.1 -0.6
H -0.6109 -0.3210 5.8371 0.7 0.6 1.8
H 0.2551 -2.3770 2.4751 0.7 -0.8 -1.0
H -0.1989 -0.8280 2.5691 -0.5 -1.5 0.0
C -0.7619 1.1320 1.4911 -0.8 0.6 0.3
O 0.4051 0.3810 1.5631 0.2 0.4 -1.0
C 1.4431 1.0460 0.8581 -2.2 1.2 1.6
C 2.5511 0.1420 0.6951 2.9 -1.7 -1.0
C 3.2661 -0.3300 1.9351 -1.0 -1.0 0.8
N 3.4821 0.8920 -0.1099 0.9 1.1 -1.0
H -1.2009 1.2580 0.4781 0.6 0.1 0.4
H -0.6239 2.0900 2.0311 -0.1 0.0 -0.6
H -1.4999 0.5950 2.0521 -0.7 -0.3 0.3
H 1.0941 1.3150 -0.1419 -0.3 0.2 -0.1
H 1.6071 1.9930 1.4501 0.6 -0.7 -0.7
H 2.2561 -0.6960 0.0521 -0.7 -0.3 0.6
H 3.4361 0.4990 2.5871 0.6 0.8 0.3
H 4.1841 -0.9320 1.8131 -0.4 0.5 -0.4
H 2.5771 -0.9470 2.5161 0.0 -0.3 0.0
H 2.8901 1.3420 -0.8049 0.6 0.0 -0.1
H 4.0981 0.2990 -0.6719 -0.2 0.0 0.5
C 2.8181 6.6320 -3.8319 0.0 -0.4 1.4
O 2.0181 6.0190 -2.8329 -0.5 -1.4 -1.9
C 1.2901 4.8520 -3.3549 1.4 0.8 2.2
C 0.6041 4.3120 -2.1229 -0.6 -0.6 0.2
C 1.4591 4.2170 -0.8749 0.7 2.7 -1.3
N 0.1631 2.9960 -2.4899 0.1 -1.6 0.2
H 3.3031 7.4160 -3.3039 0.9 0.6 0.3
H 2.2831 7.1200 -4.6059 -0.9 0.1 -1.0
H 3.5291 5.9220 -4.2239 0.4 -0.2 -0.4
H 0.5321 5.1480 -4.0129 -1.0 0.8 -1.4
H 1.8841 4.0370 -3.8719 0.0 1.1 0.7
H -0.3409 4.8150 -1.8599 0.6 1.0 -0.2
H 0.8941 3.8890 -0.0899 -1.8 -1.0 2.1
H 1.7611 5.2500 -0.5999 0.1 -0.7 -0.2
H 2.3061 3.5800 -0.9109 0.9 -0.5 -0.5
H -0.5689 3.0040 -3.1619 -0.5 0.4 -1.4
H -0.4129 2.6580 -1.7449 0.1 -0.6 1.1
C -1.2739 -7.2560 0.1731 0.8 1.2 -1.8
O -0.2909 -6.2130 0.4391 0.1 -3.2 -0.5
C -0.7409 -4.9250 0.3501 0.8 1.2 -0.2
C 0.4601 -3.9760 0.5441 -0.7 -0.4 -1.8
C 1.5371 -4.1760 -0.5579 -0.6 0.8 0.1
N 0.9981 -4.2570 1.8361 2.2 0.7 1.3
H -0.8029 -8.1960 -0.1129 0.5 0.1 0.7
H -1.8829 -7.0630 -0.7379 0.3 0.6 0.5
H -1.9359 -7.3660 0.9841 -0.8 -0.2 1.2
H -1.1759 -4.7230 -0.6079 -0.5 0.2 -0.8
H -1.4519 -4.7640 1.1181 -1.1 0.5 0.9
H 0.0471 -2.9220 0.4221 0.6 -1.1 0.5
H 2.0011 -5.1510 -0.4599 -0.2 -0.3 -0.2
H 2.2911 -3.4410 -0.2929 0.4 0.2 -0.3
H 1.1931 -3.9550 -1.5979 0.2 -0.3 0.9
H 2.0421 -4.1600 1.9001 -1.4 0.2 -0.4
H 0.8421 -5.1930 2.1621 -0.5 -0.4 -0.2
C -3.0469 4.8270 -3.5529 1.9 -0.7 -0.6
O -2.8269 3.4880 -3.0939 -0.2 0.7 -0.5
C -3.4989 3.2970 -1.8719 0.9 0.0 1.2
C -3.3979 1.8020 -1.5459 -0.5 -1.1 0.9
C -4.4319 1.0280 -2.3339 0.8 -0.2 -0.8
N -3.6199 1.5160 -0.1259 2.1 -1.2 0.8
H -2.3999 4.9910 -4.4539 -0.6 -0.2 0.8
H -2.7209 5.5040 -2.7699 -0.1 0.4 0.1
H -4.0689 4.9810 -3.8159 -0.9 0.2 -0.1
H -3.0189 3.9280 -1.0649 -0.3 -0.6 -0.6
H -4.5379 3.6440 -1.9549 -0.1 -0.2 0.0
H -2.3709 1.4200 -1.7039 -0.5 0.4 -0.6
H -4.2069 1.0710 -3.3789 0.1 -0.1 -0.9
H -5.4099 1.4450 -2.2289 -0.7 0.4 0.4
H -4.4499 -0.0110 -2.0509 0.1 -0.3 0.1
H -4.4419 1.8800 0.1881 -2.8 1.8 0.9
H -3.7319 0.5240 0.1851 0.8 1.0 -1.3
O 2.2871 1.3350 -2.6789 0.5 -0.8 0.5
C 3.5001 1.6040 -3.3159 -0.5 0.5 -1.3
C 4.2381 2.8130 -2.6939 -5.0 -0.8 1.8
O 5.4421 2.7780 -3.1019 8.1 0.7 -3.2
H 1.7071 2.0950 -2.7759 -1.2 0.4 0.0
H 4.1391 0.7300 -3.3959 0.2 -0.2 0.9
H 3.2301 1.7080 -4.3999 0.6 0.8 0.5
H 4.2781 2.8100 -1.6019 -1.0 -0.4 0.3
H 3.8251 3.7380 -3.0069 -1.4 0.9 -0.1
H 5.7771 3.6760 -3.2969 0.0 -1.0 0.2
O 0.9951 -0.9360 -2.1929 -0.1 -0.6 0.3
C -0.3249 -0.4880 -2.2599 0.1 0.3 -0.1
C -1.1109 -1.3500 -1.3529 7.6 -2.3 2.0
O -2.3379 -1.2550 -1.5019 -10.6 1.1 0.5
H 1.4971 -0.1620 -2.4049 1.2 0.7 -0.4
H -0.4359 0.5660 -1.9679 0.2 -0.1 -0.1
H -0.7129 -0.6210 -3.2689 -0.3 0.2 -0.3
H -0.8739 -1.1910 -0.2749 0.9 0.1 -0.4
H -0.7919 -2.3850 -1.6149 0.6 0.0 0.3
H -2.8129 -1.3470 -0.6079 0.5 0.3 -2.3
O -2.5549 -3.2740 3.4881 -2.5 -1.7 0.9
C -3.4679 -2.3900 2.8741 2.0 0.6 1.3
C -3.1979 -2.4440 1.4271 4.5 -6.9 2.6
O -3.7129 -1.5430 0.7381 -5.0 8.2 -3.7
H -1.6769 -2.9520 3.3021 1.0 1.0 -0.4
H -4.5219 -2.5850 3.0671 0.0 -0.5 0.5
H -3.2019 -1.3850 3.2881 -0.6 -0.1 -0.6
H -3.5359 -3.3340 0.9551 -0.3 -2.2 0.5
H -2.1309 -2.5110 1.2401 0.5 0.4 0.4
H -4.5129 -1.3270 1.2411 -0.3 0.8 -1.0
```
Positions in Å, forces in eV/Å.

Relative energy (zero: lowest compared OMol25 entry of this formula, charge and spin): 515.9 kJ/mol
Molecular weight: 631.89 u
HOMO level: -0.32147 Ha
Charge: 0

# 3
This record from OMol25 describes 11 unconnected molecules or ions with the total composition C26H76F6N4O14P at a distorted geometry. The level of theory is ωB97M-V/def2-TZVPD.

```
127
Properties=species:S:1:pos:R:3:forces:R:3
P -15.5684 3.7127 35.8984 2.0 -1.8 1.8
F -16.3227 2.8721 34.6962 -0.1 0.6 0.6
F -15.5122 2.2715 36.7564 0.0 1.1 -0.6
F -14.0851 3.3892 35.3117 -0.6 -0.9 -1.5
F -14.5973 4.4233 37.0794 -2.7 0.2 -0.3
F -15.6255 5.0252 34.9324 -0.7 -0.6 1.4
F -17.0222 3.9753 36.6766 1.7 0.6 -1.8
C -13.5951 -1.0177 36.8691 -1.1 0.0 -0.1
O -13.0406 -0.5452 35.6655 0.2 -0.9 -0.6
H -14.3665 -0.3001 37.1483 0.3 0.3 0.9
H -14.1954 -1.9152 36.7204 0.4 -0.3 -0.3
H -12.8159 -1.2046 37.6080 -0.2 0.1 0.3
H -12.4275 0.1313 35.9623 0.1 1.0 -0.2
C -17.6920 3.4788 39.9924 0.6 -1.6 1.3
O -17.6460 4.4745 39.0811 -0.9 1.6 -1.3
H -16.6566 3.3249 40.2962 0.1 -0.5 0.9
H -18.3504 3.6991 40.8327 0.2 0.3 0.1
H -18.0281 2.5247 39.5864 -0.2 -0.2 -0.2
H -17.3704 4.0492 38.2658 0.1 0.6 -0.2
C -18.6695 4.3324 31.3032 -1.3 1.8 -0.2
C -18.7289 5.4125 32.4101 -0.5 -1.2 -1.7
C -19.4834 4.7760 33.5978 0.4 1.5 -0.3
O -20.8144 4.3903 33.2352 1.2 -1.8 0.6
C -21.8278 5.3384 33.2926 1.1 1.5 -0.9
N -17.3450 5.7818 32.6903 -0.2 -0.3 1.4
H -18.3087 4.8840 30.4351 0.8 -0.5 -0.2
H -19.7006 4.1552 30.9972 0.0 -1.0 0.2
H -18.0815 3.4798 31.6430 -0.1 -0.1 -0.4
H -19.3215 6.2457 32.0322 0.2 0.3 0.0
H -19.5007 5.4699 34.4382 0.0 0.0 0.3
H -18.8081 3.9548 33.8381 -0.8 -0.7 0.5
H -21.9057 5.8896 34.2297 -0.4 -0.6 0.6
H -22.7514 4.9139 32.8991 0.1 -0.1 0.4
H -21.5018 6.1328 32.6213 -0.5 0.4 -0.5
H -16.7062 5.7062 31.9116 -0.4 0.5 -0.8
H -17.0137 4.9744 33.1986 0.5 -0.1 0.9
C -9.8031 0.2759 36.4277 1.0 0.4 -0.8
C -10.4045 1.4796 35.7213 2.5 0.7 -2.0
C -10.5322 1.3598 34.1787 -0.6 0.1 -0.4
O -10.9172 2.6169 33.5957 0.4 0.8 0.8
C -11.2827 2.6045 32.2296 0.0 -1.3 -0.1
N -11.5696 1.8761 36.3023 -4.4 1.2 1.4
H -9.2183 0.6258 37.2784 -0.4 -0.2 0.4
H -9.0448 -0.1367 35.7623 0.0 -0.4 -0.1
H -10.5365 -0.4896 36.6809 0.1 0.1 0.1
H -9.7706 2.3646 35.7765 1.3 -0.2 0.0
H -11.2950 0.6696 33.8181 0.0 -0.7 0.4
H -9.5405 1.0503 33.8487 0.1 -0.1 -0.4
H -11.5363 3.5627 31.7762 0.3 0.4 0.8
H -12.1732 1.9975 32.0663 -0.2 -0.3 0.1
H -10.4827 2.1544 31.6419 0.2 0.0 -0.2
H -11.4638 2.4864 37.1001 0.5 -0.6 0.7
H -12.0271 2.5640 35.7212 -0.6 -0.2 -0.8
C -10.1289 4.1754 38.7046 0.4 -1.3 -0.4
C -11.5144 4.5529 39.1984 0.2 -0.9 1.1
C -11.9455 3.8115 40.5299 0.1 0.5 -1.1
O -12.1307 2.4074 40.4138 1.3 0.2 0.0
C -13.1358 1.9946 39.4982 -0.4 1.2 0.4
N -11.4841 5.9816 39.4403 -0.2 0.4 0.5
H -9.9732 3.1253 38.4570 -0.4 -0.4 0.1
H -9.3515 4.3612 39.4456 -0.1 0.4 0.2
H -9.8543 4.6827 37.7798 -0.2 0.4 0.0
H -12.3169 4.2854 38.5110 0.2 0.5 -0.6
H -12.8641 4.2492 40.9204 -0.3 0.3 -0.3
H -11.1790 4.0677 41.2613 0.2 -0.7 0.3
H -13.1976 0.9065 39.5168 0.0 0.2 -0.1
H -13.0143 2.4063 38.4963 0.4 -0.5 -0.2
H -14.0556 2.4838 39.8188 -0.6 -0.4 0.1
H -10.9908 6.2088 40.2918 -0.1 -0.2 0.5
H -10.9261 6.4558 38.7447 -0.2 0.0 -0.5
C -18.3767 0.6028 37.4581 -1.1 0.9 0.2
C -18.3881 -0.8406 36.9459 1.2 0.8 1.1
C -18.6478 -0.9549 35.4881 -0.4 -0.5 -2.3
O -18.5346 -2.3710 35.0337 -0.7 1.3 0.6
C -18.9128 -2.5849 33.6847 0.9 0.0 0.0
N -16.9826 -1.3058 37.1733 -1.6 -0.7 -0.2
H -18.9287 1.2980 36.8255 0.0 0.0 -0.4
H -17.3824 1.0292 37.5914 0.1 -0.3 -0.4
H -18.8509 0.7816 38.4231 -0.1 -0.7 0.2
H -19.0953 -1.4956 37.4549 0.1 0.1 0.4
H -17.9451 -0.3560 34.9090 0.6 -0.1 0.1
H -19.6026 -0.5455 35.1581 -0.6 -0.3 0.3
H -19.8636 -2.1511 33.3747 -0.3 0.1 0.4
H -18.9187 -3.6594 33.5020 -0.2 -0.1 0.3
H -18.1537 -2.2033 33.0019 0.2 0.3 -0.1
H -17.0959 -2.0829 36.5381 1.5 -1.0 0.0
H -16.4792 -0.6111 36.6403 0.6 0.0 -0.1
C -15.8072 7.5217 37.5036 -1.2 -0.8 -2.8
C -14.8291 7.1082 38.5282 2.7 -0.3 1.4
O -13.4732 7.1123 38.0299 -1.2 0.9 -0.4
O -15.1806 7.9251 36.2826 0.8 0.3 1.1
H -16.5864 8.2369 37.7670 0.3 0.4 0.7
H -16.3555 6.6040 37.2909 -0.5 -0.1 -0.2
H -14.9754 6.0890 38.8859 -0.7 -0.1 -0.1
H -14.8962 7.7252 39.4243 0.0 0.4 0.2
H -12.9409 6.5125 38.5576 -0.2 0.1 0.5
H -15.8474 8.0965 35.6135 -0.3 -0.4 0.3
C -14.8373 -0.1694 32.8392 -0.1 -2.2 1.3
C -15.5076 0.8273 31.9877 -0.7 1.1 -0.9
O -15.2395 2.1693 32.3614 -0.1 -0.1 -0.7
O -15.4915 -0.5666 34.0831 -0.2 1.1 -0.6
H -13.8285 0.1428 33.1097 0.1 0.1 -0.4
H -14.8344 -1.1535 32.3705 0.5 0.2 -0.9
H -16.5570 0.6187 31.7796 -0.7 0.0 1.1
H -15.2267 0.7376 30.9383 1.1 -0.1 0.0
H -15.7909 2.4497 33.0956 0.0 -0.2 0.3
H -14.8454 -0.3256 34.7511 0.2 0.0 0.5
C -17.9583 8.6175 34.1911 2.0 0.9 1.3
C -17.6495 9.9189 35.0777 -2.4 -1.2 0.3
O -16.3986 10.4328 35.2553 2.2 -0.1 -1.1
O -17.3985 7.4714 34.8271 -1.1 1.2 0.6
H -17.4202 8.6766 33.2450 -0.4 0.5 -0.5
H -19.0322 8.5027 34.0440 -0.2 0.3 0.0
H -17.8938 9.6789 36.1125 -0.9 -0.2 -0.1
H -18.2465 10.7582 34.7210 -0.9 -0.2 -0.1
H -16.0384 10.5298 34.3707 0.6 0.2 0.0
H -17.3548 6.8328 34.1117 0.5 -0.9 -0.6
C -12.1415 5.5883 34.4048 -1.1 1.7 -0.4
C -11.5142 6.7363 33.4550 -0.7 -1.8 1.3
O -11.2729 7.9546 34.2233 0.2 -1.6 -0.9
O -13.1618 6.2056 35.1217 0.0 1.1 0.6
H -11.3991 5.1759 35.0881 0.5 0.1 -0.1
H -12.6729 4.7604 33.9354 1.0 -0.2 -1.1
H -12.1453 6.9343 32.5886 -0.5 0.2 0.2
H -10.6592 6.2113 33.0290 0.9 0.6 0.1
H -10.9967 8.6009 33.5694 0.0 0.2 0.1
H -13.9291 5.6440 35.2539 0.4 0.2 0.0
```
Positions in Å, forces in eV/Å.

Molecular weight: 813.87 u
HOMO level: -0.19938 Ha
Charge: -1